# 1
104
Properties=species:S:1:pos:R:3:forces:R:3:mulliken_charge:R:1 method="wB97M-V/def2-TZVPD" gap_ev=4.5 de_lowest_kcal_mol=14.0 spin_multiplicity=1 total_charge=-2 lumo_ev=3.638 total_energy_ha=-4444.78575
Cd -0.188 0.475 0.654 -0.4685 -0.7907 -0.2984 3.064
C 4.857 3.121 5.886 -0.0035 0.0415 0.0010 -0.350
C 4.479 4.008 4.889 0.0247 0.0381 0.0393 -0.809
C 3.644 3.590 3.864 -0.0324 -0.1455 -0.0438 -0.166
C 3.164 2.278 3.815 0.1338 0.1217 0.0869 -0.209
C 3.573 1.390 4.811 -0.0600 0.0080 0.0180 -0.233
C 4.404 1.808 5.837 0.0235 -0.0154 0.0554 -0.849
C 2.253 1.848 2.728 -0.6292 0.2969 -0.1811 1.519
C 2.673 0.704 1.971 0.3792 -0.1729 -0.2233 -0.408
C 3.997 0.210 1.921 -0.1545 0.1683 0.0688 -1.173
C 4.003 -0.844 1.018 -0.0551 -0.1209 -0.0965 -1.318
C 2.677 -0.986 0.563 0.1531 -0.0827 0.3224 0.219
C 2.157 -1.919 -0.504 -0.1978 0.2928 -0.1225 1.576
C 3.003 -3.119 -0.803 0.1394 -0.0755 -0.0523 0.288
C 3.733 -3.771 0.191 -0.0978 0.0243 -0.0399 0.133
C 4.478 -4.906 -0.091 -0.0061 -0.0417 0.0089 -0.986
C 4.518 -5.415 -1.380 0.0231 -0.0579 -0.0142 -0.562
C 3.798 -4.777 -2.380 -0.0168 -0.0278 -0.0383 -0.951
C 3.045 -3.649 -2.094 -0.0522 -0.0405 0.0178 -0.643
C 1.789 -1.061 -1.680 -0.2211 0.0724 -0.1755 -1.158
N 0.515 -0.621 -1.666 -0.0523 0.5423 -0.1490 0.449
C 0.333 0.139 -2.790 0.3054 -0.1016 -0.1300 -1.378
C -0.889 0.839 -3.112 -0.1676 0.2406 0.5462 1.336
C -1.209 0.952 -4.546 -0.0905 -0.0486 -0.2164 -0.168
C -1.577 2.161 -5.146 0.1126 -0.0620 0.0203 -0.400
C -1.842 2.234 -6.505 -0.0444 0.0046 -0.0551 -0.774
C -1.745 1.104 -7.303 -0.0450 0.0163 -0.0276 -0.341
C -1.366 -0.103 -6.728 -0.0387 0.0051 -0.0251 -0.902
C -1.094 -0.175 -5.373 -0.0433 0.0606 0.0509 0.009
C -1.660 1.480 -2.163 0.3207 -0.3605 -0.5792 0.475
C -2.903 2.181 -2.414 -0.2579 0.1487 0.2373 -1.367
C -3.221 2.838 -1.278 -0.1475 -0.0756 -0.2881 -1.414
C -2.172 2.553 -0.306 0.5246 0.1032 0.0864 0.058
N -1.289 1.684 -0.852 -0.3462 0.3860 0.2390 0.177
C -2.017 3.250 0.917 -0.1223 -0.0506 -0.1397 1.940
C -0.860 3.213 1.735 0.2562 -0.3424 -0.2065 0.145
C -0.647 3.952 2.967 0.1659 0.0962 0.1873 -1.437
C 0.566 3.584 3.449 -0.2376 0.1600 -0.0329 -1.208
C 1.099 2.595 2.536 0.6224 -0.2765 0.2191 0.137
N 0.206 2.423 1.507 -0.1017 0.9732 0.1726 -0.898
C -3.158 4.089 1.353 -0.0367 -0.0638 0.0138 -0.379
C -4.415 3.505 1.548 0.0311 0.0458 0.0509 -0.123
C -5.508 4.269 1.926 -0.0440 0.0540 -0.0161 -0.813
C -5.372 5.637 2.127 -0.0357 -0.0050 0.0180 -0.379
C -4.129 6.229 1.949 -0.0262 0.0643 0.0238 -0.828
C -3.037 5.465 1.566 -0.0456 -0.0443 -0.0358 -0.222
C 1.531 0.160 -3.523 -0.1952 0.1188 0.0317 -0.970
C 2.470 -0.583 -2.795 0.1663 -0.1364 0.0162 -1.129
N 1.893 -0.047 1.124 0.5268 -0.1246 0.1140 0.608
H 5.495 3.449 6.699 0.0261 -0.0116 -0.0233 0.361
H 4.838 5.031 4.905 -0.0039 -0.0071 0.0119 0.356
H 3.355 4.270 3.073 -0.0043 0.0291 0.0083 0.484
H 3.212 0.370 4.779 -0.0034 0.0022 -0.0311 0.482
H 4.697 1.109 6.612 -0.0202 -0.0106 -0.0126 0.357
H 4.843 0.602 2.464 0.0075 0.0193 -0.0090 0.509
H 4.860 -1.417 0.703 -0.0289 -0.0350 0.0128 0.660
H 3.712 -3.379 1.196 -0.0293 -0.0155 0.0759 0.565
H 5.022 -5.399 0.707 -0.0007 0.0050 -0.0046 0.357
H 5.093 -6.306 -1.604 0.0155 0.0159 0.0148 0.356
H 3.816 -5.166 -3.392 -0.0147 0.0059 0.0061 0.389
H 2.470 -3.169 -2.875 0.0193 0.0091 0.0116 0.423
H -1.623 3.055 -4.538 0.0176 -0.0153 0.0150 0.527
H -2.116 3.186 -6.948 0.0006 0.0007 0.0124 0.362
H -1.963 1.163 -8.364 0.0277 0.0024 0.0029 0.366
H -1.287 -0.993 -7.343 0.0178 -0.0052 0.0138 0.370
H -0.789 -1.111 -4.924 0.0193 -0.0109 0.0208 0.551
H -3.460 2.153 -3.337 -0.0114 0.0332 0.0325 0.684
H -4.068 3.483 -1.113 -0.0120 0.0080 0.0010 0.472
H -1.347 4.640 3.412 0.0107 -0.0017 0.0495 0.493
H 1.032 3.908 4.365 -0.0263 0.0184 0.0155 0.459
H -4.512 2.434 1.414 0.0108 0.0004 -0.0061 0.451
H -6.474 3.797 2.073 0.0209 -0.0283 -0.0017 0.380
H -6.226 6.235 2.423 0.0052 -0.0051 -0.0023 0.354
H -4.019 7.298 2.098 0.0387 -0.0124 0.0031 0.345
H -2.072 5.932 1.410 0.0036 0.0048 -0.0131 0.506
H 1.700 0.703 -4.442 -0.0164 -0.0309 -0.0273 0.555
H 3.504 -0.760 -3.051 -0.0021 -0.0156 0.0215 0.584
Te 0.046 -2.539 -0.089 0.2073 -1.3216 0.1818 0.716
C 0.531 -4.404 0.882 0.1368 0.0505 -0.1738 -0.010
C 1.177 -4.603 2.067 -0.1420 0.1390 0.1663 -0.297
C 1.475 -5.963 2.351 0.0715 0.0310 0.1251 -0.746
C 1.053 -6.804 1.371 -0.1822 -0.0522 -0.3891 -0.475
S 0.303 -5.933 0.091 0.1941 0.3289 0.2500 -0.173
H 1.404 -3.782 2.733 0.0626 0.0070 -0.0065 0.561
H 1.987 -6.287 3.249 -0.0282 -0.0438 -0.0187 0.346
H 1.131 -7.878 1.309 0.0406 0.0098 0.1148 0.373
F -0.853 0.656 3.544 0.0894 0.0997 0.0596 -0.381
C -1.445 -0.083 2.508 -0.1576 0.1977 0.3488 -0.558
F -2.763 0.371 2.513 -0.1944 -0.0506 -0.1256 -0.217
C -1.523 -1.459 3.145 -0.0584 -0.4554 0.0574 0.242
F -2.110 -1.485 4.370 -0.0280 0.1183 -0.0139 -0.327
F -2.227 -2.334 2.398 0.1980 0.0968 0.0008 -0.232
F -0.282 -1.959 3.330 -0.1298 -0.0379 -0.0814 -0.225
S -3.994 -1.000 -0.415 0.0051 0.2239 0.1163 -0.242
C -3.945 -2.060 -1.647 -0.0074 -0.1845 -0.1237 0.176
N -2.854 -2.627 -2.195 0.1141 -0.0496 -0.0579 0.254
C -3.061 -3.827 -2.977 0.0341 0.0033 -0.0519 -0.604
C -4.404 -3.639 -3.667 -0.2437 0.2190 0.0834 -0.584
S -5.398 -2.692 -2.465 0.1765 -0.0809 0.0221 -0.169
H -1.949 -2.501 -1.737 -0.2201 0.0990 -0.0758 -0.680
H -3.080 -4.710 -2.327 0.0002 -0.0075 -0.0345 0.303
H -2.253 -3.941 -3.700 0.0149 -0.0334 0.0201 0.316
H -4.904 -4.579 -3.886 0.0677 -0.0348 -0.0289 0.383
H -4.312 -3.048 -4.579 0.0755 -0.0413 -0.0214 0.304

# 2
103
Properties=species:S:1:pos:R:3:forces:R:3:mulliken_charge:R:1 method="wB97M-V/def2-TZVPD" gap_ev="5.2 / 4.8" de_lowest_kcal_mol=9.5 spin_multiplicity=1 total_charge=+1 lumo_ev="-4.014 / -4.241" total_energy_ha=-4557.68019
Y 0.259 0.664 -0.376 1.4199 -0.9079 0.0936 2.188
Cl 5.324 3.713 7.386 0.0757 0.1541 -0.9468 -0.203
C 4.513 3.406 5.838 -0.9666 -0.6464 2.5367 0.245
C 5.145 2.924 4.755 0.1339 -0.6866 -2.6912 -0.808
C 4.375 2.512 3.610 1.2620 0.6510 0.9965 -0.182
C 3.002 2.499 3.671 -1.1489 -0.5486 -0.1302 -0.061
C 2.376 2.909 4.878 0.1924 0.4328 -0.4248 -0.626
C 3.108 3.359 5.943 0.2968 0.5502 0.1370 -0.753
C 2.162 2.055 2.502 -0.4886 0.3718 -0.6136 0.732
C 2.575 2.513 1.204 0.4709 -0.8608 0.3137 0.203
C 3.601 3.459 0.913 0.0607 0.0160 -0.9231 -1.252
C 3.850 3.405 -0.468 -0.1556 -0.6988 0.9514 -1.260
C 2.997 2.380 -0.982 -1.3361 -0.4957 0.1981 0.122
C 2.834 2.054 -2.442 -1.0430 -0.2219 2.4299 0.443
C 4.019 1.855 -3.209 -0.0766 0.4168 -1.9718 0.692
C 3.924 1.459 -4.605 0.4096 0.8362 0.8670 -0.517
C 5.044 1.702 -5.414 -1.8464 -1.6075 -1.3551 -1.024
C 6.221 2.108 -4.898 0.8670 1.3326 1.7049 0.507
Cl 7.601 2.127 -5.891 0.5828 0.2173 -0.3965 -0.192
C 6.338 2.464 -3.542 0.1526 -0.5317 -0.3571 -0.996
C 5.275 2.263 -2.687 1.0222 -1.3976 0.3052 -0.608
C 1.543 2.033 -3.038 -1.8868 -1.7203 0.7649 -0.033
N 0.316 1.522 -2.433 1.4267 2.1224 -0.8251 0.239
C -0.729 1.749 -3.314 0.9688 -1.2597 0.4478 0.255
C -2.057 1.281 -3.049 0.4431 1.3764 -0.6244 1.229
C -2.988 1.252 -4.196 -1.8032 0.1365 -0.9863 0.057
C -4.261 1.866 -4.152 0.9436 0.1145 -0.1195 -0.355
C -5.188 1.790 -5.190 -0.6886 -0.0931 1.2703 -0.877
C -4.903 1.115 -6.328 1.9104 -0.7698 -0.6243 0.360
Cl -5.967 1.074 -7.678 -0.1855 -0.0932 0.0387 -0.188
C -3.621 0.527 -6.437 -0.6771 -0.1418 -1.4101 -0.868
C -2.724 0.571 -5.401 2.1147 0.1365 0.7083 -0.384
C -2.591 1.031 -1.788 0.7363 -0.8641 0.7047 0.521
C -3.908 0.519 -1.551 -1.7618 -0.5917 0.1292 -1.083
C -4.047 0.297 -0.199 -0.3879 0.1384 -0.7312 -1.094
C -2.780 0.631 0.405 0.4717 -0.6877 1.3569 0.316
N -1.882 1.042 -0.574 -2.4166 0.2873 -0.3203 -0.691
C -2.456 0.403 1.807 1.0735 0.1818 -1.7418 0.716
C -1.188 0.683 2.392 0.7157 0.5548 0.0103 1.191
C -0.849 0.443 3.776 1.6319 -1.3337 0.2251 -0.661
C 0.506 0.688 3.940 -1.0181 1.7413 -1.4875 -1.843
C 0.950 1.316 2.676 -0.0329 -0.0851 0.9774 0.342
N -0.086 1.219 1.743 -0.1877 0.1782 1.6233 -0.947
C -3.370 -0.353 2.673 -2.0932 -0.1709 -0.3659 0.778
C -3.913 -1.582 2.261 -0.3229 -0.4803 0.9037 -1.040
C -4.910 -2.260 2.995 0.0186 1.8735 0.4875 -0.813
C -5.387 -1.641 4.174 1.2047 0.3177 -0.7691 0.338
Cl -6.778 -2.205 4.993 -0.2654 -0.5815 0.1945 -0.203
C -4.806 -0.461 4.667 -0.1772 -0.1624 -1.9013 -1.143
C -3.919 0.237 3.808 0.0051 -0.8713 1.5286 -0.041
C -0.168 2.273 -4.518 0.6055 0.9467 -0.7983 -1.126
C 1.184 2.438 -4.343 0.1921 -0.3672 -0.7489 -1.298
N 2.190 1.851 0.053 1.1626 1.5227 -1.6898 -0.301
H 6.215 2.809 4.648 0.0337 0.2793 0.3965 0.403
H 4.938 2.293 2.696 -0.4255 -0.3512 0.4823 0.597
H 1.307 3.005 4.926 -0.2688 -0.2344 -0.0488 0.599
H 2.638 3.722 6.868 0.1760 -0.2554 -0.5799 0.363
H 4.104 4.066 1.659 -0.2584 0.0748 -0.3895 0.776
H 4.590 3.940 -1.069 -0.5845 0.0246 0.5433 0.722
H 2.982 1.019 -5.022 1.2322 0.5459 0.5062 0.810
H 5.072 1.483 -6.494 -0.4345 -0.1218 0.6583 0.344
H 7.292 2.805 -3.161 0.0583 -0.2169 0.0202 0.398
H 5.563 2.102 -1.612 -0.8580 0.9244 -1.1453 0.642
H -4.489 2.528 -3.337 -0.1988 -0.0661 0.4697 0.555
H -6.203 2.116 -5.024 0.0047 0.6192 -0.0651 0.402
H -3.368 0.071 -7.411 -0.0070 0.1500 0.7753 0.339
H -1.661 0.199 -5.501 -1.4565 0.0270 -0.1789 0.344
H -4.718 0.299 -2.317 1.4264 0.4599 1.1704 0.429
H -4.976 -0.057 0.287 0.9716 0.3088 -0.2129 0.587
H -1.440 -0.118 4.496 -0.0798 0.4661 -0.2033 0.508
H 1.121 0.697 4.828 -0.2140 -0.4301 0.0035 0.817
H -3.538 -2.025 1.358 0.0404 -0.1468 -0.3287 0.690
H -5.433 -3.120 2.619 0.1653 -0.3382 -0.1160 0.469
H -5.257 -0.102 5.578 0.3353 0.5822 0.0527 0.411
H -3.560 1.216 4.069 -0.0347 0.3105 0.2754 0.559
H -0.578 2.656 -5.452 -0.6687 -0.4570 0.4937 0.534
H 1.894 2.733 -5.125 -0.6009 0.3694 0.5866 0.752
C -2.224 -5.931 2.880 -0.1754 -0.3141 0.6405 -0.664
C -1.296 -6.676 3.630 -0.4473 1.3571 0.4134 -0.477
C -0.492 -6.035 4.576 0.3467 1.5509 -0.7471 -0.550
C -0.591 -4.624 4.736 -0.4970 -1.3282 0.6453 -0.460
C -1.511 -3.915 3.985 0.9073 0.6823 0.1990 -0.017
C -2.251 -4.540 2.998 -0.5415 -0.1620 -0.3606 0.099
H -3.048 -6.485 2.395 0.8349 0.5023 -0.3737 0.341
H -1.302 -7.729 3.518 0.1771 -0.8685 0.0343 0.455
H 0.303 -6.522 5.113 -0.1495 -0.4815 0.2146 0.390
H -0.087 -4.098 5.557 0.0926 -0.4248 -0.5072 0.365
H -1.561 -2.847 4.225 -0.3313 -0.2875 -0.5842 0.275
H -2.875 -3.937 2.341 -0.1171 -0.3255 0.3614 0.151
C -1.194 -3.072 -1.858 1.3189 -2.5807 1.9224 -0.690
P 0.628 -2.792 -1.393 -1.5948 1.3953 -1.1948 0.919
C 1.319 -4.138 -0.504 -0.3568 -1.3752 0.6612 -1.167
C 1.717 -2.534 -2.797 -0.1009 0.9590 0.3579 -1.216
O 0.580 -1.500 -0.565 0.2288 -0.6548 -0.0334 -0.650
H -1.649 -2.450 -1.069 -0.3030 -0.3725 -0.5513 -0.077
H -1.499 -4.205 -1.743 0.5956 2.2700 -0.0619 0.380
H -1.440 -2.783 -2.849 -0.0947 0.5680 -0.7881 0.379
H 1.445 -5.074 -1.117 -0.2287 1.0259 0.4758 0.409
H 0.555 -4.335 0.283 0.7685 -0.1400 -0.1289 0.287
H 2.292 -3.863 -0.062 -0.5048 -0.0392 -0.1196 0.352
H 2.226 -3.451 -2.929 0.7285 -0.9243 -0.4557 0.500
H 2.440 -1.759 -2.489 -0.1999 -0.3382 -0.1009 0.274
H 1.266 -2.223 -3.731 -0.3151 0.0522 -0.0350 0.336